No. 1
Density functional theory data (ωB97M-V/def2-TZVPD) for C2H4FNO as an isolated structure in a non-equilibrium geometry.

Each line ends with the Löwdin spin population.
CARTESIAN COORDINATES (ANGSTROEM)
H -0.42304 2.92713 -0.24028  0.0250
C 0.17995 -0.56608 0.20010  0.0898
H -0.90615 -0.87833 0.55471  0.0202
O -1.74366 1.41739 0.65420  0.3058
H 0.45874 -1.30472 -0.51924  0.0193
C -0.70898 1.66503 0.10475  0.1392
N 0.11393 0.70687 -0.34487  0.8454
H 0.88292 -0.64461 0.98985  0.0249
F 1.40081 1.00250 -0.83928  0.5304

2S+1   3
ΔE to the lowest compared entry with this formula, charge and spin   326.8 kJ/mol
Kohn-Sham gap (alpha / beta)   6.48 / 8.03 eV
Charge   0



No. 2
Density functional theory data (ωB97M-V/def2-TZVPD) for a 2-piece molecular cluster, C2H4FNO2 overall in a non-equilibrium geometry.

Each line ends with the Löwdin charge.
CARTESIAN COORDINATES (ANGSTROEM)
H 0.29638 0.82408 -0.80616  0.1464
O -2.97968 -0.56826 0.21048  0.2239
C -2.38576 0.32565 -0.20936  -0.4365
F 0.33586 -1.61257 -0.09211  -0.2234
H 1.82797 -0.15856 -0.88086  0.1555
H 1.56133 1.06677 0.35861  0.0841
O -1.66169 1.12735 -0.60956  0.1571
N 1.17320 0.39886 -0.24981  0.0348
C 0.41208 -0.51430 0.82756  -0.2090
H 1.42032 -0.88903 1.45121  0.0673

ΔE to the lowest compared entry with this formula, charge and spin   271.3 kJ/mol
Kohn-Sham gap   8.34 eV
Charge   0



No. 3
Density functional theory data (ωB97M-V/def2-TZVPD) for a 2-piece molecular cluster, C2H4FNO2 overall in a non-equilibrium geometry.

Each line ends with the Löwdin spin population.
CARTESIAN COORDINATES (ANGSTROEM)
O 0.65957 -3.23227 -0.04296  0.1103
N 0.04450 -2.20602 -0.12079  0.0702
H 0.14831 1.12782 0.41937  0.0106
C -0.30509 0.16312 0.45735  0.0752
H -0.72366 -0.12047 1.44584  0.0286
O -1.14102 -2.09392 -0.49021  0.1346
C 0.59507 -0.99915 0.32955  0.5804
H 2.39038 -0.32619 -1.30757  0.8411
H -1.16164 -0.08669 -0.30960  0.0028
F 1.66890 -1.18849 1.14546  0.1461

2S+1   3
ΔE to the lowest compared entry with this formula, charge and spin   240.9 kJ/mol
Kohn-Sham gap (alpha / beta)   9.99 / 9.15 eV
Charge   0



No. 4
Density functional theory data (ωB97M-V/def2-TZVPD) for one molecule with the formula C2H4FNS in a non-equilibrium geometry.

Each line ends with the Löwdin charge.
CARTESIAN COORDINATES (ANGSTROEM)
H 2.91505 0.08480 0.28286  -0.1179
H -1.10128 -0.88326 1.24410  0.1319
C -0.42436 0.87657 0.03503  -0.2822
F -2.59127 -0.23009 -0.14816  -0.1099
N 0.89492 1.10408 -0.05768  -0.3232
S 1.69206 -0.50814 -0.05060  0.6423
H -1.02539 1.93920 0.21846  0.1614
H -0.97140 -1.21453 -0.60591  0.1143
C -1.21447 -0.45218 0.19951  -0.2166

ΔE to the lowest compared entry with this formula, charge and spin   216.7 kJ/mol
SMILES   FC/C=N\S
Kohn-Sham gap   9.98 eV
Charge   0



No. 5
Density functional theory data (ωB97M-V/def2-TZVPD) for a 2-piece molecular cluster, C2H4FPS overall in a non-equilibrium geometry.

Each line ends with the Löwdin charge.
CARTESIAN COORDINATES (ANGSTROEM)
C 1.06513 -0.64274 -0.43211  -0.3954
F -0.49760 1.65207 -0.15479  -0.0843
H 0.74168 0.12421 -1.05041  -0.0276
S -2.02489 1.20661 1.94578  0.6386
H 1.53268 -1.50904 -0.95081  0.0518
P -0.19796 -0.74358 0.89821  0.8735
H 1.97501 -0.28275 0.09806  0.0420
H -1.78398 -0.68443 -1.24834  0.1242
C -0.81007 0.87965 0.89442  -1.2228

ΔE to the lowest compared entry with this formula, charge and spin   319.8 kJ/mol
Kohn-Sham gap (alpha / beta)   7.36 / 7.56 eV
Charge   0



No. 6
Density functional theory data (ωB97M-V/def2-TZVPD) for C2H4FeI3O4S as an isolated structure in a non-equilibrium geometry.

Each line ends with the Löwdin spin population.
CARTESIAN COORDINATES (ANGSTROEM)
O -7.23169 14.77138 -25.73498  0.0022
Fe -9.24431 13.85667 -21.99659  4.0900
O -6.83635 12.31492 -25.96298  0.0026
I -6.93790 14.32976 -20.76059  0.3079
O -5.74784 13.47674 -24.11236  0.0021
H -4.09323 13.48893 -25.30136  0.0000
H -4.92246 11.72458 -26.81402  0.0001
H -4.18816 12.21460 -24.18213  0.0000
I -10.43233 16.11024 -22.97295  0.2923
C -4.79951 12.76273 -24.89900  0.0002
O -8.22615 13.19419 -23.98252  0.0314
I -10.43666 11.47005 -21.66222  0.2659
C -5.50724 11.82776 -25.89997  0.0004
H -5.51719 10.80758 -25.51624  0.0000
S -7.20129 13.50121 -24.96889  0.0049

2S+1   6
ΔE to the lowest compared entry with this formula, charge and spin   0.0 kJ/mol
Kohn-Sham gap (alpha / beta)   9.46 / 6.03 eV
Charge   0